Entry i
{
  "formula": "C2H5BO2",
  "method": "ωB97M-V/def2-TZVPD",
  "e_lumo_ev": 0.6,
  "orbital_gap_ev": 10.89,
  "charge": 0,
  "elements": ["B", "C", "C", "O", "O", "H", "H", "H", "H", "H"],
  "xyz": [[1.670, 1.120, 0.368], [0.589, 0.163, 0.190], [-1.481, -1.041, -0.306], [0.269, 1.330, -0.320], [-0.053, -0.915, 0.215], [1.747, 1.634, 1.483], [2.652, 1.081, -0.402], [-1.959, -1.698, 0.474], [-1.270, -1.569, -1.358], [-2.162, -0.106, -0.345]],
  "mulliken_charge": [-0.01, 0.71, -0.52, -0.45, -0.33, -0.09, -0.08, 0.23, 0.26, 0.28]
}


Entry ii
{
  "formula": "C2H5BO2",
  "method": "ωB97M-V/def2-TZVPD",
  "e_lumo_ev": 0.0,
  "orbital_gap_ev": 9.56,
  "charge": 0,
  "elements": ["B", "C", "C", "O", "O", "H", "H", "H", "H", "H"],
  "xyz": [[0.443, 0.646, -0.657], [-0.938, -1.273, 1.292], [0.144, -0.535, 1.161], [-0.457, 0.339, -1.586], [1.502, 1.476, -0.777], [-1.147, -1.813, 2.198], [-1.616, -1.029, 0.562], [0.896, -0.540, 1.877], [-0.369, 0.716, -2.429], [1.541, 2.013, -1.641]],
  "mulliken_charge": [0.49, -0.56, -0.50, -0.42, -0.46, 0.28, 0.25, 0.35, 0.28, 0.30]
}


Energies relative to the most stable structure, in eV: entry i 1.892; entry ii 0.000.


Entry i
{
  "formula": "C6H12Cl12",
  "method": "ωB97M-V/def2-TZVPD",
  "e_lumo_ev": 0.0,
  "orbital_gap_ev": 8.34,
  "charge": 0,
  "elements": ["C", "Cl", "Cl", "H", "H", "C", "Cl", "Cl", "H", "H", "C", "Cl", "Cl", "H", "H", "C", "Cl", "Cl", "H", "H", "C", "Cl", "Cl", "H", "H", "C", "Cl", "Cl", "H", "H"],
  "xyz": [[3.439, -1.733, 1.955], [3.084, -3.465, 1.999], [4.994, -1.420, 2.716], [3.453, -1.372, 0.926], [2.623, -1.236, 2.479], [0.397, -0.234, 0.576], [1.888, -1.089, 1.116], [0.431, 0.341, -1.118], [-0.318, -1.056, 0.601], [0.154, 0.579, 1.261], [-1.140, -1.804, -1.616], [-1.804, -0.579, -2.610], [-2.446, -2.822, -0.905], [-0.401, -2.396, -2.156], [-0.711, -1.226, -0.797], [-3.182, 0.176, 0.618], [-3.332, 1.346, 1.917], [-1.690, -0.888, 0.602], [-4.078, -0.444, 0.588], [-3.228, 0.625, -0.374], [1.435, 0.593, -3.078], [0.554, -0.888, -3.433], [0.588, 2.054, -3.644], [1.598, 0.640, -2.001], [2.332, 0.529, -3.693], [-0.790, 3.268, 1.680], [-2.080, 3.671, 0.522], [-0.676, 1.520, 1.805], [0.139, 3.777, 1.423], [-1.233, 3.533, 2.640]],
  "mulliken_charge": [-0.17, -0.19, -0.20, 0.28, 0.25, 0.62, -0.11, -0.10, 0.15, -0.44, 0.55, -0.10, -0.20, 0.50, -0.94, -0.29, -0.16, -0.28, 0.40, 0.24, -0.09, -0.17, -0.17, 0.10, 0.41, -0.30, -0.13, -0.11, 0.34, 0.31]
}


Entry ii
{
  "formula": "C6H12Cl12",
  "method": "ωB97M-V/def2-TZVPD",
  "e_lumo_ev": 0.2,
  "orbital_gap_ev": 11.15,
  "charge": 0,
  "smiles": "ClCCl.ClCCl.ClCCl.ClCCl.ClCCl.ClCCl",
  "elements": ["C", "Cl", "Cl", "H", "H", "C", "Cl", "Cl", "H", "H", "C", "Cl", "Cl", "H", "H", "C", "Cl", "Cl", "H", "H", "C", "Cl", "Cl", "H", "H", "C", "Cl", "Cl", "H", "H"],
  "xyz": [[2.973, 1.159, 6.365], [2.362, -0.371, 5.715], [2.665, 2.510, 5.229], [2.394, 1.346, 7.269], [4.016, 1.085, 6.673], [0.510, 7.112, -1.999], [-0.629, 8.120, -2.867], [1.569, 8.090, -1.066], [0.014, 6.462, -1.277], [1.125, 6.497, -2.656], [-0.365, 1.127, -5.544], [-1.464, 0.561, -6.740], [0.001, 2.831, -5.742], [-0.839, 0.944, -4.580], [0.580, 0.587, -5.582], [-1.645, -6.148, -3.947], [-1.219, -7.740, -3.378], [-1.173, -5.964, -5.595], [-2.718, -5.989, -3.843], [-1.223, -5.369, -3.313], [-1.863, -3.391, 4.826], [-0.776, -4.440, 3.820], [-3.483, -4.135, 4.975], [-1.446, -3.201, 5.815], [-2.003, -2.434, 4.324], [0.619, 0.120, 0.722], [0.293, 1.756, 0.211], [-0.082, -1.103, -0.431], [1.673, -0.075, 0.919], [0.132, 0.051, 1.694]],
  "mulliken_charge": [-0.25, -0.14, -0.14, 0.24, 0.29, -0.18, -0.14, -0.15, 0.23, 0.25, -0.20, -0.14, -0.15, 0.23, 0.26, -0.19, -0.15, -0.14, 0.25, 0.23, -0.20, -0.15, -0.15, 0.28, 0.22, -0.21, -0.13, -0.15, 0.29, 0.20]
}


Energies relative to the most stable structure, in eV: entry i 20.402; entry ii 0.000.


Entry i
{
  "formula": "CH2N2O3Si",
  "method": "ωB97M-V/def2-TZVPD",
  "e_lumo_ev": -0.6,
  "orbital_gap_ev": 10.47,
  "charge": 0,
  "smiles": "N#C[Si@@H](O)[N+](=O)[O-]",
  "elements": ["C", "N", "N", "O", "O", "O", "Si", "H", "H"],
  "xyz": [[0.653, 1.766, 0.041], [0.409, 2.779, 0.531], [-1.254, -0.661, -0.025], [-2.270, -0.526, -0.678], [-1.248, -1.209, 1.055], [1.444, -0.744, 0.574], [0.609, -0.020, -0.641], [0.917, -1.127, 1.188], [0.740, -0.260, -2.044]],
  "mulliken_charge": [0.22, -0.32, 0.76, -0.55, -0.56, -0.37, 0.48, 0.37, -0.03]
}


Entry ii
{
  "formula": "CH2N2O3Si",
  "method": "ωB97M-V/def2-TZVPD",
  "e_lumo_ev": -1.0,
  "orbital_gap_ev": 9.62,
  "charge": 0,
  "smiles": "N#C[SiH]=O.O=NO",
  "elements": ["C", "N", "N", "O", "O", "O", "Si", "H", "H"],
  "xyz": [[-0.890, 1.308, -1.640], [-1.810, 1.984, -1.770], [-0.202, -1.558, 1.776], [-0.258, -1.881, 0.631], [-0.194, -0.225, 2.056], [1.469, 0.587, -0.109], [0.623, 0.248, -1.302], [0.159, 0.120, 2.847], [1.103, -0.583, -2.488]],
  "mulliken_charge": [0.16, -0.31, 0.26, -0.28, -0.31, -0.41, 0.55, 0.36, -0.02]
}


Energies relative to the most stable structure, in eV: entry i 0.000; entry ii 1.741.